Model 1:
DFT (wB97M-V/def2-TZVPD) results for a 7-piece molecular cluster, H14O7 overall.

Summary:
SMILES   O.O.O.O.O.O.O
HOMO level   -10.34 eV

Geometry as ORCA input:
```
! RIJCOSX wB97M-V def2-TZVPD def2/J DEFGRID3
* xyz 0 1
O 20.5345 -11.1300 -11.0467
O 18.2821 -8.3835 -11.4425
O 17.9948 -14.6680 -9.8697
O 20.4555 -14.3600 -8.3659
O 17.9688 -12.1812 -11.0914
O 21.1196 -11.4132 -8.4437
O 20.5466 -9.1145 -13.0619
H 17.5434 -8.6758 -12.0014
H 20.7491 -9.8581 -12.5439
H 21.0211 -13.6775 -8.6950
H 18.8581 -14.7990 -9.4424
H 19.0301 -8.8331 -11.8357
H 19.8930 -9.4709 -13.6704
H 20.5992 -10.6277 -8.2403
H 20.8364 -11.0760 -10.1594
H 17.4442 -11.9525 -11.8953
H 17.5015 -11.6531 -10.3814
H 18.0681 -13.8120 -10.2946
H 20.5030 -14.1062 -7.4379
H 19.6670 -11.4895 -11.0909
H 21.6950 -11.5616 -7.6838
*
```

Model 2:
DFT (wB97M-V/def2-TZVPD) results for H14O7 as an isolated structure.

Summary:
HOMO level   -10.28 eV

Geometry as ORCA input:
```
! RIJCOSX wB97M-V def2-TZVPD def2/J DEFGRID3
* xyz 0 1
O 0.1557 -0.2636 0.3461
O -0.8998 -0.1332 2.1907
O 1.7920 0.9768 1.1975
O 0.0137 1.8052 -0.4919
O 0.2835 0.9301 -2.9021
O 0.2045 -2.8115 0.8340
O -1.1433 -1.6573 -0.5392
H -0.1523 2.1026 0.4027
H 0.7577 2.3310 -0.7854
H 0.1391 0.5728 -0.1192
H 0.1747 1.2494 -2.0063
H -1.8652 -1.7521 -1.1606
H 2.4282 1.0284 0.4842
H -0.4389 -0.3377 1.3771
H -0.3605 -0.8539 -0.2029
H 0.2228 -1.9370 1.2228
H 0.0611 1.6805 -3.4531
H 1.1061 0.3974 0.8658
H -0.3262 -2.7118 0.0437
H -1.5600 -1.3582 0.2690
H -0.5928 0.7421 2.4270
*
```

Model 3:
DFT (wB97M-V/def2-TZVPD) results for a 7-piece molecular cluster, H14O7 overall.

Summary:
SMILES   O.O.O.O.O.O.O
HOMO level   -9.45 eV

Geometry as ORCA input:
```
! RIJCOSX wB97M-V def2-TZVPD def2/J DEFGRID3
* xyz 0 1
O 4.9089 0.9161 -0.7813
O 2.9181 -0.9291 -0.1325
O 0.8282 0.0549 0.3324
O -2.3857 1.4480 1.5861
O -0.4322 -2.1871 2.2550
O -2.5867 -2.9595 -2.3742
O -2.6144 3.1313 -1.2792
H -3.2675 1.5903 1.6057
H 5.7091 1.4580 -1.0891
H -0.6770 -2.9043 2.7857
H -1.6648 3.2322 -0.9846
H -3.3316 -2.5284 -1.9606
H -2.0793 1.2974 2.4687
H -0.1019 -0.2978 0.2457
H 2.7826 -0.0956 -0.6247
H 2.6911 -1.5900 -0.7860
H -2.4360 -2.6669 -3.2123
H -2.7708 2.3385 -0.8114
H 4.7509 1.3458 0.0910
H 0.7326 0.8599 -0.0812
H -0.9735 -1.5137 2.7468
*
```

The least stable of them is model 2.

Model 1:
DFT (wB97M-V/def2-TZVPD) results for a 7-piece molecular cluster, H14O7 overall.

Summary:
SMILES   O.O.O.O.O.O.O
HOMO level   -10.77 eV

Geometry as ORCA input:
```
! RIJCOSX wB97M-V def2-TZVPD def2/J DEFGRID3
* xyz 0 1
O -31.5120 11.1076 6.7766
O -34.3892 5.9462 4.5013
O -36.7081 6.7989 7.2218
O -34.9755 8.9388 8.7924
O -30.9177 8.7298 4.3493
O -33.9260 7.7401 6.5094
O -34.8802 3.9731 6.7799
H -30.7834 8.5142 5.2774
H -35.2213 6.1880 4.0710
H -35.8531 7.2285 7.0894
H -33.9726 5.3144 3.9023
H -34.4718 8.4381 8.1138
H -34.3777 9.6294 9.0951
H -30.0410 8.9670 4.0271
H -34.5231 4.6384 6.1789
H -33.2533 8.3261 6.1450
H -31.1728 10.2395 7.0142
H -30.7490 11.6925 6.8444
H -34.1275 7.1031 5.7880
H -36.9990 7.1226 8.0812
H -35.7651 4.2969 6.9906
*
```

Model 2:
DFT (wB97M-V/def2-TZVPD) results for a 7-piece molecular cluster, H14O7 overall.

Summary:
SMILES   O.O.O.O.O.O.O
HOMO level   -10.80 eV

Geometry as ORCA input:
```
! RIJCOSX wB97M-V def2-TZVPD def2/J DEFGRID3
* xyz 0 1
O 2.4367 0.4510 0.3309
O -0.5743 2.3048 0.8320
O 0.4209 -2.8813 1.3503
O -0.7222 -1.8183 -3.0707
O 1.9637 3.5052 -0.0823
O -2.5701 -1.0219 -0.0244
O 0.4230 -0.5380 -0.3675
H 0.7335 0.3805 -0.3446
H -0.2602 -2.5434 -2.6353
H 1.9749 -0.2118 0.8640
H -3.2087 -0.5941 -0.6088
H -0.5332 -0.4701 -0.2251
H 2.3179 3.7565 0.7763
H 3.0103 0.9225 0.9440
H -1.3929 2.5967 0.4140
H 0.4047 -2.2073 0.6433
H -1.2881 -1.4589 -2.3798
H -0.8461 1.8813 1.6555
H -0.4237 -3.3385 1.2953
H 1.2257 2.9156 0.1211
H -3.0918 -1.6305 0.5118
*
```

Model 3:
DFT (wB97M-V/def2-TZVPD) results for a 7-piece molecular cluster, H14O7 overall.

Summary:
SMILES   O.O.O.O.O.O.O
HOMO level   -10.43 eV

Geometry as ORCA input:
```
! RIJCOSX wB97M-V def2-TZVPD def2/J DEFGRID3
* xyz 0 1
O -3.2724 2.0861 0.3607
O -4.0270 0.0395 0.4590
O 3.6287 3.0694 -0.6046
O 0.6261 -3.2344 -1.8682
O 0.2376 -1.5494 0.9302
O 2.5753 -0.8718 2.1828
O 0.0558 0.4523 -1.5096
H -0.7323 0.1287 -1.0588
H -3.5694 -0.7976 0.3219
H 4.3453 3.6879 -0.4234
H -2.6669 1.3481 0.4936
H 3.1637 3.4619 -1.3521
H -0.6679 -1.2254 0.8667
H 0.6665 -0.9307 1.5320
H 1.3051 -3.7038 -1.3706
H -4.2583 0.3288 -0.4308
H 0.7379 0.4381 -0.8289
H -3.0580 2.4094 -0.5216
H 2.7163 -1.7460 1.8022
H 2.5642 -1.0289 3.1336
H 0.8607 -2.3051 -1.7659
*
```

Model 4:
DFT (wB97M-V/def2-TZVPD) results for a 7-piece molecular cluster, H14O7 overall.

Summary:
SMILES   O.O.O.O.O.O.O
HOMO level   -10.72 eV

Geometry as ORCA input:
```
! RIJCOSX wB97M-V def2-TZVPD def2/J DEFGRID3
* xyz 0 1
O -0.3804 -0.2691 0.2518
O 1.3612 1.8869 -0.4294
O -1.8409 2.2385 -0.2750
O 1.0978 -2.7369 -0.3364
O -1.7311 -1.2183 2.6920
O -2.0473 -0.2557 -2.1936
O 3.4255 -0.1164 0.1789
H 1.2123 -3.5176 0.2038
H -1.0356 -0.4050 -0.5366
H -2.4785 2.1330 -0.7791
H 0.2111 0.3770 -0.2028
H -1.7135 -0.9187 3.7025
H 1.2117 2.8217 0.0063
H -1.3999 -0.8793 -2.5559
H -2.9039 -0.6654 -2.1714
H 1.9397 1.8699 -1.0918
H -1.3858 1.5035 0.1301
H 2.7594 0.6300 0.4291
H -1.2521 -0.6454 2.0599
H 0.8349 -1.9954 0.1416
H 4.1154 0.1626 0.7759
*
```

The least stable of them is model 4.

Model 1:
DFT (wB97M-V/def2-TZVPD) results for a 7-piece molecular cluster, H14O7 overall.

Summary:
SMILES   O.O.O.O.O.O.O
HOMO level   -10.80 eV

Geometry as ORCA input:
```
! RIJCOSX wB97M-V def2-TZVPD def2/J DEFGRID3
* xyz 0 1
O -2.6073 1.7720 -1.9239
O -1.3243 -0.6720 -2.2639
O -0.5973 1.9560 0.0481
O 1.4157 -2.5160 -0.5179
O 3.1717 -1.2860 1.4931
O -0.9233 -0.8820 0.6641
O 0.1077 0.7470 2.8211
H 2.0727 -2.1610 -1.1329
H 0.8257 -3.1710 -0.9069
H 0.3197 1.8840 0.1251
H -0.0763 0.0010 2.2731
H -2.0063 -0.0580 -2.2719
H -0.8353 0.0300 0.3681
H -0.2023 -1.3760 0.2401
H -0.7393 2.8320 0.3881
H -1.2623 -0.9560 -1.3859
H 1.0227 0.9030 2.9081
H 2.5147 -0.7480 1.0141
H 3.9817 -0.7860 1.5491
H -2.9703 2.5920 -2.2029
H -1.8883 1.8950 -1.2869
*
```

Model 2:
DFT (wB97M-V/def2-TZVPD) results for a 7-piece molecular cluster, H14O7 overall.

Summary:
SMILES   O.O.O.O.O.O.O
HOMO level   -11.22 eV

Geometry as ORCA input:
```
! RIJCOSX wB97M-V def2-TZVPD def2/J DEFGRID3
* xyz 0 1
O 3.5436 -0.7150 -0.0185
O -2.1161 0.2850 1.6791
O 1.2172 -2.0663 0.2320
O 2.4293 1.8971 -0.2165
O -1.4762 -0.2496 -1.6369
O 0.1202 0.4030 0.2038
O -3.9904 -0.2689 -0.2556
H -3.2214 -0.4713 -0.8955
H -2.7704 0.2807 0.9462
H 2.0865 -1.7471 -0.0413
H 0.5897 -0.4828 0.0912
H 4.0249 -0.8037 0.7964
H 2.5913 2.7021 -0.7242
H -4.3513 0.5835 -0.6638
H -2.1487 1.2499 1.8210
H 1.1420 -1.9360 1.1551
H 1.5349 1.5919 -0.4291
H -0.8187 -0.8473 -1.9107
H -0.9393 0.1828 -0.9836
H -0.6372 0.2243 0.8326
H 3.1901 0.1876 0.0182
*
```

Model 3:
DFT (wB97M-V/def2-TZVPD) results for a 7-piece molecular cluster, H14O7 overall.

Summary:
SMILES   O.O.O.O.O.O.O
HOMO level   -11.24 eV

Geometry as ORCA input:
```
! RIJCOSX wB97M-V def2-TZVPD def2/J DEFGRID3
* xyz 0 1
O 0.4054 -3.8385 1.7098
O 3.8170 -1.2688 0.8526
O 4.0532 2.1916 -0.5955
O -0.0070 1.2919 -0.6693
O -3.5408 3.0328 -1.0130
O -4.8080 0.1069 -0.8327
O 0.1134 -0.9970 1.8252
H -5.4398 -0.5233 -0.9902
H 2.9331 -1.6657 0.6697
H -3.0081 3.8788 -1.1043
H 4.3895 -1.8467 0.4677
H -0.6315 -0.7585 1.3897
H -4.8041 0.7814 -1.4942
H 0.6213 0.6149 -0.5866
H 4.9514 1.8919 -0.7307
H -0.9137 0.8626 -0.8345
H -2.9773 2.6336 -0.4206
H 0.5621 -4.5658 1.1048
H 0.4621 -1.6118 1.1856
H -0.0791 -3.2801 1.1637
H 3.9011 3.0698 -1.0972
*
```

Model 4:
DFT (wB97M-V/def2-TZVPD) results for a 7-piece molecular cluster, H14O7 overall.

Summary:
SMILES   O.O.O.O.O.O.O
HOMO level   -11.15 eV

Geometry as ORCA input:
```
! RIJCOSX wB97M-V def2-TZVPD def2/J DEFGRID3
* xyz 0 1
O 8.7790 -11.9600 -29.7000
O 6.4600 -10.7490 -31.1890
O 6.3430 -14.5110 -27.8710
O 9.1250 -12.9780 -27.2010
O 10.3070 -10.3200 -28.1050
O 6.9250 -11.2530 -28.0020
O 12.8890 -9.9890 -28.1720
H 12.8830 -9.0430 -28.2230
H 7.2680 -10.6220 -27.3790
H 6.3550 -10.6710 -28.5240
H 8.7460 -12.4310 -27.9120
H 6.5770 -9.8090 -30.9560
H 6.9490 -13.8450 -28.1050
H 9.5040 -11.4590 -29.3020
H 8.0220 -11.5670 -29.2590
H 7.3540 -11.1550 -31.1290
H 6.7170 -15.0970 -27.2410
H 10.3810 -10.7960 -27.3040
H 8.4950 -12.8360 -26.4660
H 9.7010 -9.6010 -27.8580
H 11.9560 -10.1550 -28.2950
*
```

The least stable of them is model 3.

Model 1:
DFT (wB97M-V/def2-TZVPD) results for a 7-piece molecular cluster, H14O7 overall.

Summary:
SMILES   O.O.O.O.O.O.O
HOMO level   -10.06 eV

Geometry as ORCA input:
```
! RIJCOSX wB97M-V def2-TZVPD def2/J DEFGRID3
* xyz 0 1
O -1.3243 2.7185 2.1652
O 0.4897 -2.6745 -1.7688
O -2.6243 -1.0065 -0.2218
O 0.1267 -2.4915 0.9162
O -0.2353 0.3645 -0.2568
O 0.9377 2.8095 0.5422
O 2.3587 -0.7995 -2.3938
H -1.8283 1.9125 2.2122
H 0.5247 0.3705 -0.8188
H -0.1543 1.2065 0.1592
H -1.8293 3.3775 2.6002
H 0.9937 -1.9425 -2.0578
H -2.8053 -0.3845 0.4772
H -1.7183 -0.6585 -0.3478
H 0.2417 2.9005 1.1752
H 0.4517 -2.4845 -0.8128
H 0.0557 -1.8615 1.6262
H 1.3427 3.6985 0.4442
H 2.6317 -0.9895 -1.5188
H 3.1207 -1.2285 -2.8528
H -0.7563 -2.8365 0.7312
*
```

Model 2:
DFT (wB97M-V/def2-TZVPD) results for a 7-piece molecular cluster, H14O7 overall.

Summary:
SMILES   O.O.O.O.O.O.O
HOMO level   -10.85 eV

Geometry as ORCA input:
```
! RIJCOSX wB97M-V def2-TZVPD def2/J DEFGRID3
* xyz 0 1
O -0.2495 0.3663 0.1339
O 2.7421 0.1293 -0.2380
O -1.8296 0.0237 2.5072
O -3.9584 -0.9259 0.7490
O -1.0288 2.6407 -1.8018
O 3.0911 -1.6923 1.9099
O 1.6317 -0.4074 -2.9649
H 1.3378 -0.2094 -3.8595
H 2.2418 -2.1311 1.9997
H 0.4970 -0.2349 0.2192
H 0.9009 -0.1063 -2.4077
H -0.6799 2.3594 -2.6513
H 2.3836 -0.0195 -1.1216
H 3.1694 0.9894 -0.2835
H -1.2232 1.8221 -1.3271
H -3.8886 -1.6872 0.1668
H -2.0230 0.9558 2.6630
H -0.6887 0.3364 0.9952
H 2.9856 -1.0670 1.1732
H -3.0493 -0.6948 0.9814
H -2.3621 -0.4472 3.1571
*
```

Model 3:
DFT (wB97M-V/def2-TZVPD) results for a 7-piece molecular cluster, H14O7 overall.

Summary:
SMILES   O.O.O.O.O.O.O
HOMO level   -10.81 eV

Geometry as ORCA input:
```
! RIJCOSX wB97M-V def2-TZVPD def2/J DEFGRID3
* xyz 0 1
O 15.2300 5.7880 -5.1790
O 16.6520 3.6810 -4.6700
O 13.3910 7.8850 -6.7520
O 14.1570 3.1360 -7.8960
O 14.9090 6.0360 -8.0620
O 13.2440 5.5560 -10.1080
O 12.5970 8.8970 -9.7290
H 15.1880 5.7230 -7.2060
H 12.6930 7.3870 -6.2690
H 15.2640 6.6040 -4.6080
H 14.4670 6.8720 -7.9350
H 12.7890 8.4740 -7.2370
H 16.1840 4.4050 -5.0890
H 16.3360 2.8630 -4.9850
H 14.4700 5.3280 -4.8440
H 14.3590 4.0520 -8.0110
H 13.2110 3.2240 -7.6990
H 13.2910 6.3070 -10.6710
H 12.2660 8.0500 -9.4750
H 11.9960 9.1540 -10.4320
H 14.0040 5.6790 -9.6190
*
```

The least stable of them is model 3.

Model 1:
DFT (wB97M-V/def2-TZVPD) results for a 7-piece molecular cluster, H14O7 overall.

Summary:
SMILES   O.O.O.O.O.O.O
HOMO level   -11.07 eV

Geometry as ORCA input:
```
! RIJCOSX wB97M-V def2-TZVPD def2/J DEFGRID3
* xyz 0 1
O -2.0449 -1.5238 -1.0213
O -0.6715 0.6427 -1.8545
O 1.7631 2.1355 0.8858
O -0.9277 1.7152 0.7005
O 1.9848 0.1712 -0.8844
O 1.3468 -1.6612 0.9697
O -1.2000 -1.0861 1.4322
H -1.0622 0.9397 -2.6960
H -0.9966 1.5821 -0.2687
H 2.1132 0.9120 -0.2817
H -1.6423 -2.4075 -1.1882
H -0.2516 -1.3562 1.3684
H -1.9244 -1.4214 -0.0269
H -1.4127 -1.1644 2.4051
H 0.7971 1.9899 0.9387
H -1.1444 -0.2079 -1.6518
H 1.6001 -0.9721 0.3150
H 1.7209 -2.4942 0.6016
H 1.1709 0.3846 -1.3744
H 1.7988 3.0583 0.6136
H -1.0174 0.7635 1.0176
*
```

Model 2:
DFT (wB97M-V/def2-TZVPD) results for a 7-piece molecular cluster, H14O7 overall.

Summary:
SMILES   O.O.O.O.O.O.O
HOMO level   -11.52 eV

Geometry as ORCA input:
```
! RIJCOSX wB97M-V def2-TZVPD def2/J DEFGRID3
* xyz 0 1
O -2.0401 3.5471 1.2941
O 1.8840 2.5348 -1.4133
O 0.1866 -2.6693 -0.6030
O -1.2982 -1.9495 2.0889
O 0.3090 0.0856 -0.0696
O 4.9251 -0.8108 0.3618
O -3.4051 -1.0393 -1.5723
H 1.5364 2.8404 -0.5679
H 4.8227 0.0086 0.8590
H 4.3828 -1.4462 0.8425
H -0.0584 0.2832 -0.9385
H -1.1570 3.9331 1.3082
H -1.9725 -1.6765 1.4567
H -4.0544 -1.6470 -1.9441
H -0.4676 -2.0867 -1.0050
H -2.8491 -1.5998 -1.0194
H -0.5046 -1.4844 1.8008
H 1.2531 2.8690 -2.0608
H 0.8414 -2.0667 -0.2330
H -1.8965 2.6441 0.9893
H -0.4377 -0.2697 0.4255
*
```

Model 3:
DFT (wB97M-V/def2-TZVPD) results for a 7-piece molecular cluster, H14O7 overall.

Summary:
SMILES   O.O.O.O.O.O.O
HOMO level   -10.34 eV

Geometry as ORCA input:
```
! RIJCOSX wB97M-V def2-TZVPD def2/J DEFGRID3
* xyz 0 1
O 2.0229 -0.4287 1.1714
O -2.0501 1.5683 -0.7166
O -0.2941 -0.6227 -0.4956
O -1.9951 -0.2777 2.1104
O 1.9329 0.5223 -1.7476
O 0.3949 2.2633 0.3084
O 0.0879 -3.0097 1.0484
H 0.4889 -0.3137 -1.0436
H -0.7081 -3.5557 1.1454
H -0.9601 -0.0127 -0.7626
H -1.8751 -0.7497 1.2734
H -0.0981 -2.4607 0.3044
H -2.2171 2.1373 -1.4876
H 2.7049 -0.1267 -1.7486
H -2.8811 1.1883 -0.4586
H 1.1649 -0.5757 0.7744
H 2.2749 1.1763 -2.4236
H 2.6009 -0.9487 0.6104
H 0.9559 2.6703 -0.3246
H -1.1361 -0.4197 2.5354
H -0.4131 1.9753 -0.0736
*
```

The least stable of them is model 2.